1.
The molecule C4H7NO2. Source: OMol25; level of theory: ωB97M-V/def2-TZVPD.

Geometry as ORCA input:
```
! wB97M-V def2-TZVPD RIJCOSX def2/J DEFGRID3
* xyz 0 1
C 0.538 -0.815 -0.987
C 0.462 0.446 -0.143
N 1.475 0.513 0.850
C -0.982 0.467 0.797
O -1.378 -0.755 1.285
C -2.048 -0.031 -0.016
O -2.723 -0.143 -0.962
H 1.519 -0.892 -1.456
H 0.385 -1.690 -0.352
H -0.207 -0.811 -1.780
H 0.439 1.357 -0.745
H 2.185 1.220 0.718
H 1.452 -0.285 1.476
H -1.117 1.418 1.317
*
```

Values from the calculation:
F_max = 0.09879 Eh/bohr
calculated total energy = -361.744790 Eh
E_HOMO = -0.3192 hartree
frontier orbital gap = 0.3480 Ha

Results of the Mulliken charge analysis, in e, for atoms 1 through 2: C -1.3469; C 0.1091

2.
The molecule C4H7NO2. Source: OMol25; level of theory: ωB97M-V/def2-TZVPD.

Geometry as ORCA input:
```
! wB97M-V def2-TZVPD RIJCOSX def2/J DEFGRID3
* xyz 0 1
C 1.305 0.037 -1.199
C 0.501 -0.512 -0.065
O 1.196 -1.421 0.637
C -0.644 0.213 0.541
N -0.552 1.518 1.049
C -1.661 -0.535 0.023
O -2.834 -0.655 -0.225
H 1.976 -0.716 -1.612
H 0.652 0.435 -1.972
H 1.908 0.861 -0.807
H 0.685 -1.626 1.439
H -0.508 1.601 2.055
H -1.229 2.166 0.671
H -0.796 -1.367 -0.536
*
```

Values from the calculation:
F_max = 0.00933 Eh/bohr
calculated total energy = -361.729825 Eh
E_HOMO = -0.2985 hartree
frontier orbital gap = 0.3013 Ha

Results of the Mulliken charge analysis, in e, for atoms 1 through 2: C -1.1637; C 0.7096

3.
The molecule C4H7NO2. Source: OMol25; level of theory: ωB97M-V/def2-TZVPD.

Geometry as ORCA input:
```
! wB97M-V def2-TZVPD RIJCOSX def2/J DEFGRID3
* xyz 0 1
C -1.536 1.157 -0.465
C -1.556 0.204 0.495
O -1.370 -1.153 0.257
C -0.162 -1.591 -0.201
N 0.941 -1.029 -0.260
C 1.349 0.281 0.269
O 2.697 0.172 0.176
H -1.912 2.237 -0.191
H -1.348 0.963 -1.500
H -2.102 0.312 1.470
H -0.159 -2.598 -0.626
H 1.222 0.370 1.381
H 0.911 1.071 -0.358
H 3.025 -0.398 -0.445
*
```

Values from the calculation:
F_max = 0.09977 Eh/bohr
calculated total energy = -361.753356 Eh
E_HOMO = -0.3590 hartree
frontier orbital gap = 0.3923 Ha

Results of the Mulliken charge analysis, in e, for atoms 1 through 2: C -0.7857; C 0.0204

4.
The molecule C4H7NO2. Source: OMol25; level of theory: ωB97M-V/def2-TZVPD.

Geometry as ORCA input:
```
! wB97M-V def2-TZVPD RIJCOSX def2/J DEFGRID3
* xyz 0 1
H -0.712 1.990 -0.483
N -0.100 1.202 -0.312
C -0.723 0.118 -0.105
C -2.212 -0.104 -0.122
O -0.003 -0.982 0.218
C 1.315 -0.652 0.657
C 2.175 0.014 -0.405
O 3.086 0.752 -0.123
H -2.491 -1.020 0.402
H -2.684 0.747 0.377
H -2.599 -0.145 -1.144
H 1.259 0.027 1.513
H 1.772 -1.598 0.963
H 1.961 -0.292 -1.449
*
```

Values from the calculation:
F_max = 0.01063 Eh/bohr
calculated total energy = -361.826271 Eh
E_HOMO = -0.3516 hartree
frontier orbital gap = 0.3817 Ha

Results of the Mulliken charge analysis, in e, for atoms 1 through 2: H 0.2005; N -0.6424

5.
A structure of composition C4H7NO2. Source: OMol25; level of theory: ωB97M-V/def2-TZVPD.

Geometry as ORCA input:
```
! wB97M-V def2-TZVPD RIJCOSX def2/J DEFGRID3
* xyz 0 1
C 0.575 0.211 -1.756
C -0.298 0.144 -0.522
C 0.033 -0.944 0.512
O 1.271 -0.578 0.872
C 0.120 1.000 0.674
O 0.361 2.089 1.035
N -0.748 -0.228 1.610
H 1.620 0.075 -1.467
H 0.291 -0.588 -2.450
H 0.462 1.168 -2.273
H -1.364 0.291 -0.750
H -0.215 -2.005 0.378
H -1.770 -0.216 1.614
H -0.339 -0.419 2.523
*
```

Values from the calculation:
F_max = 0.01388 Eh/bohr
calculated total energy = -361.763990 Eh
E_HOMO = -0.3413 hartree
frontier orbital gap = 0.3661 Ha

Results of the Mulliken charge analysis, in e, for atoms 1 through 2: C -1.4170; C 0.3266

6.
The molecule C4H7NO2. Source: OMol25; level of theory: ωB97M-V/def2-TZVPD.

Geometry as ORCA input:
```
! wB97M-V def2-TZVPD RIJCOSX def2/J DEFGRID3
* xyz 0 1
C -1.229 -1.297 1.356
C -0.761 -0.267 0.387
C -1.218 0.737 -0.328
H -2.302 -1.177 1.506
H -0.729 -1.195 2.324
H -1.036 -2.310 0.992
H -2.291 0.924 -0.284
C 1.088 0.407 -0.752
N 2.117 1.198 -0.510
O 0.851 0.181 -2.042
O 0.729 -0.401 0.231
H -0.126 0.093 -2.074
H 2.492 1.773 -1.248
H 2.415 1.334 0.442
*
```

Values from the calculation:
F_max = 0.00933 Eh/bohr
calculated total energy = -361.735535 Eh
E_HOMO = -0.2773 hartree
frontier orbital gap = 0.3025 Ha

Results of the Mulliken charge analysis, in e, for atoms 1 through 2: C -1.0864; C 1.2671